No. 1
59
Properties=species:S:1:pos:R:3 method="wB97M-V/def2-TZVPD" e_homo_ha="-0.1412 / -0.1328" s_squared=0.759 fmax_ev_per_a=0.3 relative_energy_ev=0.000 homo_lumo_gap_ev="6.35 / 6.11" lumo_energy_ev="2.51 / 2.50" total_energy_ha=-11732.23443 multiplicity=2 total_charge=-1
Ru -0.16416 0.66943 -1.07521
Se -0.51392 0.84042 1.41129
P 1.64837 0.61244 1.48645
Se 2.46529 0.95478 -0.47566
C 2.34599 1.74346 2.73703
C 2.04322 1.52946 4.08058
C 2.52490 2.39284 5.04830
C 3.31638 3.47542 4.68099
C 3.61846 3.69029 3.34620
C 3.13185 2.82660 2.37257
C 2.14457 -1.01014 2.15296
C 1.20668 -1.98743 2.44775
C 1.61840 -3.21839 2.94057
C 2.96631 -3.47398 3.13455
C 3.90871 -2.49622 2.83739
C 3.49880 -1.26849 2.34777
H 1.42700 0.68395 4.36482
H 2.28465 2.22370 6.09035
H 3.69400 4.15079 5.43861
H 4.23224 4.53405 3.05714
H 3.35120 2.98671 1.32388
H 0.15770 -1.77286 2.28715
H 0.88271 -3.98063 3.16461
H 3.28667 -4.43605 3.51463
H 4.96304 -2.69424 2.98353
H 4.23242 -0.50826 2.10460
Cl -1.96339 4.44433 -7.08531
C -1.31861 3.37971 -5.85628
C -0.80069 2.12858 -6.23345
C -0.29014 1.28053 -5.29393
C -0.28029 1.61101 -3.90391
O 0.21777 0.77241 -3.08245
C -0.79825 2.89457 -3.55356
C -0.74383 3.41236 -2.21489
O -0.41975 2.82030 -1.18594
C -1.30293 3.75762 -4.54676
H -0.81194 1.84610 -7.27858
H 0.10776 0.31275 -5.56854
H -1.00378 4.47772 -2.11558
H -1.68370 4.72931 -4.25528
O -2.40116 -2.17925 -3.02079
C -3.06711 -2.87203 -1.98935
C -2.82323 -2.28321 -0.59775
C -3.69846 -3.18941 0.30968
O -3.67286 -2.87623 1.69286
C -3.33625 -0.84657 -0.41663
Se -2.58262 0.64598 -1.43894
C -1.37399 -2.44927 -0.10798
Se 0.15461 -1.69822 -1.07499
H -2.47811 -2.69134 -3.82941
H -2.74354 -3.92378 -1.96338
H -4.15465 -2.86459 -2.16532
H -3.39633 -4.23586 0.15856
H -4.74558 -3.09591 0.01223
H -2.75086 -2.81129 1.96152
H -3.25660 -0.60036 0.64244
H -4.40166 -0.82278 -0.66464
H -1.14380 -3.51816 -0.03503
H -1.30746 -2.02267 0.89859


No. 2
40
Properties=species:S:1:pos:R:3 method="wB97M-V/def2-TZVPD" e_homo_ha=-0.3200 smiles="CC(=O)NS(=O)(=O)c1ccc(NC(=O)CSc2ccccc2)cc1" fmax_ev_per_a=1.2 relative_energy_ev=1.180 homo_lumo_gap_ev=9.16 lumo_energy_ev=0.45 total_energy_ha=-1826.18513 multiplicity=1 total_charge=0
C -6.27321 -1.93544 -0.63067
C -5.13037 -0.94981 -0.70378
O -4.23841 -1.00264 -1.51489
N -5.15759 0.02273 0.25011
S -4.10200 1.37770 0.19651
O -4.32629 2.00521 1.46394
O -4.37307 2.12104 -0.99095
C -2.49529 0.62872 0.13845
C -1.80093 0.60412 -1.05500
C -0.56152 -0.00020 -1.09472
C -0.02477 -0.57959 0.05815
N 1.22787 -1.17689 -0.04698
C 1.99362 -1.73786 0.92330
O 1.68987 -1.86184 2.08720
C 3.33299 -2.25930 0.40995
S 4.00204 -1.40077 -1.04561
C 4.30386 0.25557 -0.47673
C 3.99708 0.70378 0.79801
C 4.26613 2.01949 1.13739
C 4.83399 2.88408 0.21906
C 5.13885 2.42950 -1.05441
C 4.87586 1.12010 -1.40435
C -0.73885 -0.54104 1.25583
C -1.97971 0.06810 1.28937
H -6.32393 -2.38069 0.36009
H -7.21011 -1.42035 -0.83135
H -6.12373 -2.71272 -1.37425
H -5.90651 0.07376 0.92115
H -2.25000 1.04768 -1.92767
H -0.00298 -0.03223 -2.01867
H 1.65080 -1.13903 -0.97075
H 4.06514 -2.25077 1.21800
H 3.19972 -3.29228 0.08035
H 3.55315 0.05310 1.53399
H 4.02510 2.36385 2.13177
H 5.03879 3.90750 0.49338
H 5.58321 3.09601 -1.77804
H 5.10982 0.75335 -2.39242
H -0.31849 -0.98544 2.14261
H -2.55010 0.12350 2.20265


No. 3
117
Properties=species:S:1:pos:R:3 method="wB97M-V/def2-TZVPD" e_homo_ha=-0.1467 fmax_ev_per_a=3.2 homo_lumo_gap_ev=6.23 lumo_energy_ev=2.24 total_energy_ha=-3174.51843 multiplicity=1 total_charge=-1
C -20.80101 -22.96282 -12.75751
O -22.02858 -22.31472 -13.14816
O -19.78428 -22.23254 -13.17337
C -20.85292 -23.14235 -11.21316
F -20.03257 -24.20443 -10.85792
F -20.37145 -22.10294 -10.48922
F -22.09413 -23.47908 -10.69094
C -23.10420 -23.15941 -13.40049
C -24.28842 -22.36879 -13.97800
H -24.25559 -21.30624 -13.75126
H -24.17693 -22.45204 -15.06749
H -25.27006 -22.81877 -13.82488
H -23.55004 -23.59017 -12.48401
H -22.83903 -24.06716 -13.95565
H -20.66883 -23.96567 -13.19304
F -25.07169 -22.65261 -17.57392
C -26.36143 -22.99981 -17.54696
C -26.79708 -24.17859 -16.95652
C -28.16750 -24.39868 -16.84548
C -29.10340 -23.53993 -17.38466
C -28.62816 -22.39220 -18.03650
C -27.27905 -22.14061 -18.13552
H -26.03926 -24.87403 -16.61985
H -28.44461 -25.27084 -16.26435
H -30.16373 -23.59053 -17.18341
H -29.30652 -21.66198 -18.45959
H -26.92981 -21.22351 -18.59373
F -22.88254 -19.17541 -6.37663
C -22.13513 -20.26981 -6.15023
C -21.92808 -20.72625 -4.86665
C -21.15888 -21.85452 -4.68738
C -20.53631 -22.47509 -5.74965
C -20.61020 -21.91698 -7.01991
C -21.47282 -20.83682 -7.24112
H -22.41513 -20.21789 -4.04399
H -21.04449 -22.27863 -3.69701
H -19.90243 -23.32258 -5.52126
H -20.04065 -22.37054 -7.82047
H -21.46625 -20.32707 -8.19561
F -27.31248 -21.17133 -10.90303
C -26.09565 -20.60112 -11.09781
C -26.06794 -19.27964 -11.49877
C -24.83834 -18.60831 -11.56011
C -23.67885 -19.32175 -11.29873
C -23.71343 -20.65958 -10.97293
C -24.93894 -21.31243 -10.90082
H -26.97527 -18.77057 -11.79795
H -24.82760 -17.53074 -11.64744
H -22.72829 -18.80408 -11.36052
H -22.81918 -21.25298 -10.84580
H -25.03124 -22.37770 -10.72145
F -21.68117 -28.50132 -11.18778
C -22.80343 -28.16625 -11.84377
C -23.19376 -26.83884 -11.82344
C -24.21973 -26.41212 -12.66003
C -24.89243 -27.35318 -13.45377
C -24.51448 -28.69734 -13.42440
C -23.46660 -29.10172 -12.60628
H -22.62008 -26.15324 -11.21067
H -24.59057 -25.39883 -12.64650
H -25.61951 -26.96635 -14.15503
H -25.05020 -29.39014 -14.05810
H -23.13853 -30.13291 -12.57701
F -24.49441 -23.28834 -4.31208
C -24.09897 -24.06525 -5.34073
C -24.06394 -23.45482 -6.57676
C -23.72448 -24.21640 -7.70907
C -23.39347 -25.54159 -7.51862
C -23.49257 -26.15430 -6.27454
C -23.76251 -25.40238 -5.14316
H -24.31272 -22.40706 -6.67226
H -23.73434 -23.85244 -8.72634
H -23.20611 -26.13446 -8.40714
H -23.24966 -27.20243 -6.15918
H -23.89810 -25.88972 -4.18789
F -22.48640 -26.01031 -16.67099
C -21.76901 -26.59973 -15.69461
C -21.80911 -27.96499 -15.52797
C -20.95698 -28.60284 -14.62600
C -19.99043 -27.83492 -13.98027
C -19.97632 -26.44758 -14.12872
C -20.87573 -25.82130 -14.97445
H -22.52795 -28.54029 -16.10068
H -21.10424 -29.67197 -14.56819
H -19.37515 -28.25183 -13.19237
H -19.24725 -25.88141 -13.56480
H -20.68740 -24.81337 -15.33092
C -22.20359 -18.88752 -14.76056
C -21.69375 -19.71877 -15.91996
O -20.52243 -19.92662 -16.07028
C -22.77442 -20.30050 -16.82067
H -23.28173 -18.76920 -14.69787
H -21.75817 -17.89193 -14.87994
H -21.70818 -19.25229 -13.85895
H -23.54642 -20.67640 -16.15117
H -22.35158 -21.08349 -17.44248
H -23.19985 -19.46032 -17.37469
C -17.31174 -24.64501 -9.11433
C -15.82460 -24.60253 -9.35329
O -15.11511 -25.50690 -8.96485
C -15.17065 -23.46066 -10.10196
H -17.50889 -23.83304 -8.40701
H -17.59883 -25.55802 -8.59154
H -17.93580 -24.61877 -10.00386
H -15.14327 -23.55509 -11.18877
H -14.18051 -23.20829 -9.72976
H -15.75242 -22.53412 -10.01363
C -18.22888 -19.53755 -9.34841
C -17.07935 -19.91871 -10.26276
O -17.23838 -20.61405 -11.23351
C -15.76350 -19.24001 -10.00317
H -17.83760 -19.02609 -8.46456
H -18.72650 -20.42999 -8.96909
H -18.93369 -18.83417 -9.78930
H -15.85630 -18.34717 -9.37345
H -15.32501 -18.84050 -10.91940
H -14.99062 -19.80453 -9.47608


No. 4
45
Properties=species:S:1:pos:R:3 method="wB97M-V/def2-TZVPD" e_homo_ha=-0.2238 fmax_ev_per_a=3.2 homo_lumo_gap_ev=6.04 lumo_energy_ev=-0.05 total_energy_ha=-1256.62651 multiplicity=1 total_charge=0
N 2.66442 -1.63749 2.31117
C 3.13458 -2.53984 1.26938
C 2.36543 -2.46098 -0.08804
N 0.91622 -2.48392 0.13098
C 0.32715 -3.43705 0.86814
N -0.99110 -3.29496 0.97137
C -1.18838 -2.13293 0.20025
N -2.39521 -1.63995 0.03098
C -2.83970 -0.49329 -0.73940
C -2.59018 0.91435 -0.08330
C -2.27942 0.76977 1.40756
F -2.43036 2.00657 2.03324
N -0.04498 -1.61850 -0.31505
C 0.32256 -0.46713 -1.12131
C 1.03361 0.61559 -0.23069
C 0.74380 2.05116 -0.64466
C 0.24176 2.43886 -1.88631
C -0.03431 3.77278 -2.18167
C 0.18237 4.74691 -1.21470
C 0.69280 4.40324 0.03311
C 0.96313 3.06463 0.29436
H 1.68996 -1.81125 2.54659
H 2.69092 -0.66805 2.00279
H 3.06242 -3.56763 1.65210
H 4.20383 -2.34961 1.09826
H 2.70609 -1.61786 -0.69491
H 2.60876 -3.38229 -0.64625
H 0.96007 -4.20558 1.29817
H -3.12628 -2.16236 0.51425
H -3.92842 -0.59009 -0.85524
H -2.45202 -0.56715 -1.76776
H -3.51030 1.50124 -0.22510
H -1.80957 1.42382 -0.66037
H -1.23945 0.42787 1.52069
H -2.93841 0.04040 1.89911
H 1.10307 -0.81334 -1.81736
H -0.47055 -0.05436 -1.73942
H 0.84699 0.42806 0.83638
H 2.12341 0.47302 -0.35283
H 0.03625 1.69185 -2.65706
H -0.43863 4.03190 -3.15964
H -0.03333 5.78896 -1.45289
H 0.87513 5.11683 0.83575
H 1.36176 2.77255 1.27066
I -3.11588 -4.48481 -0.49138


No. 5
66
Properties=species:S:1:pos:R:3 method="wB97M-V/def2-TZVPD" e_homo_ha=-0.3314 smiles="CCCNc1c([C@H](F)CC)ccc2c1C(=O)N(CCC(=O)Nc1ccccc1)C2=O.CC(C)=O" fmax_ev_per_a=4.9 relative_energy_ev=12.489 homo_lumo_gap_ev=8.55 lumo_energy_ev=-0.47 total_energy_ha=-1574.63439 multiplicity=1 total_charge=0
C -1.36084 2.37929 5.06641
C -0.86580 2.21196 3.54091
C -0.95371 0.67071 3.01806
N -0.40344 0.66562 1.63049
C -0.09030 -0.68546 1.14640
C 1.37822 -1.22329 0.93515
C 2.66458 -0.33328 1.27455
F 2.60659 -0.02294 2.70270
C 2.56796 1.01586 0.39948
C 3.82241 1.01793 -0.60878
C 1.63039 -2.67560 0.37170
C 0.45251 -3.66309 0.01302
C -0.97459 -3.10992 0.22041
C -1.22626 -1.67332 0.78271
C -2.81604 -1.56627 0.85418
O -3.59067 -0.94310 1.60735
N -3.23026 -2.50500 -0.24297
C -3.07153 -1.79716 -1.55253
C -3.26179 -0.19662 -1.44242
C -3.51810 0.48897 -2.89305
O -3.09679 -0.06531 -3.93859
N -4.27690 1.76003 -2.85290
C -3.55522 2.77725 -2.03668
C -4.21999 3.54312 -0.84142
C -3.47328 4.63972 -0.01007
C -2.00218 5.04117 -0.33960
C -1.30985 4.26168 -1.50821
C -2.05874 3.16378 -2.34136
C -2.42539 -3.72833 -0.03488
O -2.74443 -4.93284 -0.00334
H -0.76980 1.74644 5.81091
H -1.22570 3.49447 5.35033
H -2.48422 2.17127 5.20045
H -1.63381 2.78450 2.88627
H 0.15827 2.68358 3.35407
H -2.06615 0.39489 3.08898
H -0.35573 -0.05099 3.67143
H -0.98937 1.19769 0.96909
H 3.60591 -0.95894 1.04724
H 2.59147 1.88604 1.16178
H 1.61111 1.08959 -0.23066
H 3.58846 0.47173 -1.58719
H 4.13737 2.08257 -0.88758
H 4.75351 0.50947 -0.16684
H 2.71695 -3.05274 0.22050
H 0.60632 -4.71799 -0.38026
H -3.88662 -2.18595 -2.26169
H -2.03947 -1.96828 -2.04455
H -4.19040 0.09877 -0.81797
H -2.31496 0.33491 -1.03952
H -4.43030 2.11786 -3.80759
H -5.30893 3.34168 -0.51832
H -3.96889 5.21878 0.84914
H -1.49945 5.85137 0.28021
H -0.21512 4.54499 -1.73472
H -1.51580 2.63170 -3.18816
C 6.57604 -3.00684 -2.01600
C 5.22317 -3.23510 -1.39759
C 4.45537 -4.45241 -1.84041
O 4.76766 -2.46411 -0.57058
H 7.01312 -2.09471 -1.60401
H 7.23600 -3.84602 -1.78630
H 6.47532 -2.88943 -3.09709
H 5.02155 -5.35550 -1.60305
H 4.26099 -4.39883 -2.91363
H 3.49958 -4.49005 -1.31341


No. 6
16
Properties=species:S:1:pos:R:3 method="wB97M-V/def2-TZVPD" e_homo_ha=-0.3343 smiles="O=CCCNCO" fmax_ev_per_a=4.2 relative_energy_ev=4.188 homo_lumo_gap_ev=9.76 lumo_energy_ev=0.66 total_energy_ha=-362.93162 multiplicity=1 total_charge=0
O -0.45372 1.70604 2.66208
C 0.06018 1.93470 1.53583
C 0.56715 0.85281 0.66698
C -0.50138 -0.26996 0.73360
N -0.07611 -1.48728 -0.07089
C 0.47262 -1.26139 -1.40998
O -0.18146 -0.26666 -2.19971
H 0.07348 2.93633 1.09171
H 1.68561 0.80755 0.94863
H 0.43824 1.13340 -0.41907
H -1.52389 -0.13604 0.26892
H -0.83862 -0.70350 1.77314
H -0.86517 -2.22057 -0.20993
H 0.38387 -2.00380 -2.23141
H 1.62413 -1.23639 -1.27925
H -0.86493 0.21478 -1.86065